Entry 1:
Here is a cluster of 2 separate species, C2H3N3O3 in total in a non-equilibrium geometry from the Open Molecules 2025 dataset. Energies are from wB97M-V/def2-TZVPD.

ORCA input file:
```
! RIJCOSX wB97M-V def2-TZVPD def2/J DEFGRID3
* xyz 0 1
C -0.86 0.41 -0.06
C 1.36 -0.18 -0.04
H -1.53 -1.60 0.83
H -0.17 2.37 0.52
H 3.25 -0.97 -0.04
N -2.12 0.37 0.04
N 0.08 1.48 -0.04
N 1.43 1.06 -0.03
O -2.34 -0.98 -0.13
O 2.27 -1.07 0.00
O 0.03 -0.64 0.07
*
```

## Properties
Energy ... -467.79587 Eh
Energy above the lowest of the compared OMol25 structures with the same formula, charge and spin ... 4.5837 eV
E_HOMO ... -0.315 hartree
Gap between HOMO and LUMO ... 8.64 eV


Entry 2:
Here is a structure of composition C2H3N3OS in a non-equilibrium geometry from the Open Molecules 2025 dataset. Energies are from wB97M-V/def2-TZVPD.

ORCA input file:
```
! RIJCOSX wB97M-V def2-TZVPD def2/J DEFGRID3
* xyz 0 1
C -0.29 -0.18 0.04
C -0.37 1.07 -0.44
N 0.24 -0.17 1.34
N -0.18 2.06 0.41
N 0.19 1.03 1.90
O -0.83 3.20 2.62
S -1.18 2.02 1.83
H -0.50 -1.19 -0.31
H -0.40 1.32 -1.42
H 1.10 -0.57 1.47
*
```

## Properties
Energy ... -715.54185 Eh
Energy above the lowest of the compared OMol25 structures with the same formula, charge and spin ... 4.2009 eV
E_HOMO ... -0.333 hartree
Gap between HOMO and LUMO ... 9.49 eV


Entry 3:
Here is the molecule C2H3N3OS in a non-equilibrium geometry from the Open Molecules 2025 dataset. Energies are from wB97M-V/def2-TZVPD.

ORCA input file:
```
! RIJCOSX wB97M-V def2-TZVPD def2/J DEFGRID3
* xyz 0 1
H 2.25 -0.36 0.74
N 2.06 0.54 0.18
C 0.79 0.52 -0.03
N 0.07 1.49 -0.72
C -1.11 1.12 -0.91
O -1.53 -0.08 -0.39
N -0.32 -0.51 0.36
S -0.16 -2.16 0.49
H -1.76 1.68 -1.60
H -0.30 -2.24 1.88
*
```

## Properties
Energy ... -715.60406 Eh
Energy above the lowest of the compared OMol25 structures with the same formula, charge and spin ... 2.5083 eV
SMILES ... [H]/N=c1/ncon1S
E_HOMO ... -0.349 hartree
Gap between HOMO and LUMO ... 9.92 eV


Entry 4:
Here is the molecule C2H3N3OS in a non-equilibrium geometry from the Open Molecules 2025 dataset. Energies are from wB97M-V/def2-TZVPD.

ORCA input file:
```
! RIJCOSX wB97M-V def2-TZVPD def2/J DEFGRID3
* xyz 0 1
H 2.22 -1.74 0.06
N 2.30 -0.71 -0.01
C 1.09 -0.32 -0.07
N -0.10 -1.08 -0.08
C -1.03 -0.20 -0.05
S -2.78 -0.43 -0.02
O -0.61 1.11 -0.01
N 0.76 1.00 -0.18
H -3.06 0.85 -0.23
H 1.22 1.53 0.59
*
```

## Properties
Energy ... -715.64627 Eh
Energy above the lowest of the compared OMol25 structures with the same formula, charge and spin ... 1.3595 eV
SMILES ... [H]/N=c1\nc(S)o[nH]1
E_HOMO ... -0.343 hartree
Gap between HOMO and LUMO ... 9.76 eV


Entry 5:
Here is the molecule C2H3N3OS in a non-equilibrium geometry from the Open Molecules 2025 dataset. Energies are from wB97M-V/def2-TZVPD.

ORCA input file:
```
! RIJCOSX wB97M-V def2-TZVPD def2/J DEFGRID3
* xyz 0 1
O -0.65 0.31 -2.78
C -0.12 0.05 -1.63
N 0.91 -0.78 -1.22
C 0.85 -0.80 0.06
N 0.08 0.23 0.66
S -0.77 -0.26 2.03
N -0.58 0.74 -0.39
H 1.24 -1.80 0.65
H 0.18 0.57 3.04
H -1.14 1.73 -0.42
*
```

## Properties
Energy ... -715.59528 Eh
Energy above the lowest of the compared OMol25 structures with the same formula, charge and spin ... 2.7472 eV
SMILES ... O=c1ncn(S)[nH]1
E_HOMO ... -0.338 hartree
Gap between HOMO and LUMO ... 8.97 eV


Entry 6:
Here is the molecule C2H3N3OS in a non-equilibrium geometry from the Open Molecules 2025 dataset. Energies are from wB97M-V/def2-TZVPD.

ORCA input file:
```
! RIJCOSX wB97M-V def2-TZVPD def2/J DEFGRID3
* xyz 0 1
S -0.68 -1.44 2.42
N -0.77 0.03 1.58
C -0.34 0.21 0.39
N -0.54 1.24 -0.50
N 0.19 1.09 -1.67
C 0.81 -0.03 -1.47
O 0.47 -0.67 -0.32
H 0.60 -1.85 2.15
H -1.25 1.95 -0.42
H 1.50 -0.53 -2.16
*
```

## Properties
Energy ... -715.65369 Eh
Energy above the lowest of the compared OMol25 structures with the same formula, charge and spin ... 1.1577 eV
SMILES ... S/N=c1/[nH]nco1
E_HOMO ... -0.301 hartree
Gap between HOMO and LUMO ... 9.00 eV


Entry 7:
Here is the molecule C2H3N3OS from the Open Molecules 2025 dataset. Energies are from wB97M-V/def2-TZVPD.

ORCA input file:
```
! RIJCOSX wB97M-V def2-TZVPD def2/J DEFGRID3
* xyz 0 1
S 2.82 -1.09 -0.10
N 1.62 -0.56 0.97
C 0.51 -0.14 0.57
N -0.55 0.31 1.38
C -1.47 0.67 0.57
N -1.12 0.59 -0.77
O 0.13 -0.04 -0.76
H 2.22 -0.87 -1.29
H -2.44 1.03 0.84
H -1.74 0.09 -1.41
*
```

## Properties
Energy ... -715.62714 Eh
Energy above the lowest of the compared OMol25 structures with the same formula, charge and spin ... 1.8802 eV
SMILES ... S/N=c1/nc[nH]o1
E_HOMO ... -0.305 hartree
Gap between HOMO and LUMO ... 8.82 eV


Entry 8:
Here is a structure of composition C2H3N3S in a non-equilibrium geometry from the Open Molecules 2025 dataset. Energies are from wB97M-V/def2-TZVPD.

ORCA input file:
```
! RIJCOSX wB97M-V def2-TZVPD def2/J DEFGRID3
* xyz 0 1
C 0.74 -1.01 -0.04
C -1.27 0.20 -0.01
N -0.40 -1.47 0.14
N 1.00 0.36 -0.02
N -0.24 1.01 0.02
S -2.81 0.43 0.05
H 1.45 -1.79 -0.16
H 1.72 0.49 0.66
H -0.18 1.78 -0.63
*
```

## Properties
Energy ... -640.36116 Eh
Energy above the lowest of the compared OMol25 structures with the same formula, charge and spin ... 2.6818 eV
E_HOMO ... -0.318 hartree
Gap between HOMO and LUMO ... 9.32 eV


Entry 9:
Here is the molecule C2H3N3S in a non-equilibrium geometry from the Open Molecules 2025 dataset. Energies are from wB97M-V/def2-TZVPD.

ORCA input file:
```
! RIJCOSX wB97M-V def2-TZVPD def2/J DEFGRID3
* xyz 0 1
S -0.98 1.06 -1.38
C -0.14 0.04 -0.25
C -0.64 -0.96 0.65
N 0.37 -1.39 1.45
N 1.36 -0.61 1.07
N 1.11 0.32 0.17
H -0.13 2.36 -1.25
H -1.68 -1.45 0.53
H 2.18 -0.68 1.60
*
```

## Properties
Energy ... -640.40630 Eh
Energy above the lowest of the compared OMol25 structures with the same formula, charge and spin ... 1.4536 eV
SMILES ... Sc1cn[nH]n1
E_HOMO ... -0.330 hartree
Gap between HOMO and LUMO ... 9.51 eV


Entry 10:
Here is the molecule C2H3N3S in a non-equilibrium geometry from the Open Molecules 2025 dataset. Energies are from wB97M-V/def2-TZVPD.

ORCA input file:
```
! RIJCOSX wB97M-V def2-TZVPD def2/J DEFGRID3
* xyz 0 1
C -0.11 1.09 0.31
C 0.80 -1.59 -0.16
N 0.09 -0.94 -0.98
N -0.62 -0.08 -0.19
N -0.81 1.88 0.88
S 1.65 -1.93 1.06
H 0.95 1.30 0.14
H -0.17 -1.27 -1.85
H -1.78 1.54 0.78
*
```

## Properties
Energy ... -640.29951 Eh
Energy above the lowest of the compared OMol25 structures with the same formula, charge and spin ... 4.3596 eV
E_HOMO (spin up / spin down) ... -0.303 / -0.303 hartree
Gap between HOMO and LUMO (spin up / spin down) ... 7.12 / 7.13 eV